Entry 1:
15
Properties=species:S:1:pos:R:3:nbo_charge:R:1 method="wB97M-V/def2-TZVPD" lumo_energy_ev=0.65 homo_energy_ev=-9.0233 orbital_gap_ev=9.67 smiles="C/C(CF)=N/NC=O"
C 1.74 -1.20 0.04 -0.68
C 0.54 -0.19 0.06 0.12
C 1.31 1.11 0.04 0.00
C -3.00 -0.24 0.06 0.52
H 2.19 -1.47 1.21 0.25
H 1.41 -2.19 -0.72 0.25
H 2.59 -0.58 -0.69 0.21
H 1.96 1.05 -0.94 0.18
H 1.84 1.36 0.95 0.20
H -1.45 1.33 -0.22 0.41
H -3.16 -1.30 0.48 0.16
N -0.72 -0.56 -0.09 -0.22
N -1.70 0.30 -0.28 -0.47
O -3.97 0.48 0.06 -0.56
F 0.43 2.09 0.03 -0.36

---

Entry 2:
15
Properties=species:S:1:pos:R:3:nbo_charge:R:1 method="wB97M-V/def2-TZVPD" lumo_energy_ev=-4.01 homo_energy_ev=-14.3945 orbital_gap_ev=10.38 smiles="[NH2+]=C1NCN=C[C@H]1F" total_charge=+1
C 1.24 -0.84 0.69 0.09
C -0.74 -0.10 -0.39 0.53
C 1.04 1.49 0.34 -0.07
C 0.26 -1.24 -0.36 0.07
N 1.70 0.32 0.77 -0.34
N -0.32 1.15 -0.19 -0.53
N -2.02 -0.36 -0.56 -0.69
F -0.52 -2.34 -0.16 -0.33
H 1.71 -1.68 1.27 0.23
H 0.88 2.01 1.22 0.23
H 1.66 2.13 -0.24 0.25
H 0.81 -1.60 -1.31 0.26
H -0.93 1.92 0.00 0.42
H -2.25 -1.32 -0.66 0.46
H -2.52 0.46 -0.42 0.42

---

Entry 3:
16
Properties=species:S:1:pos:R:3:nbo_charge:R:1 method="wB97M-V/def2-TZVPD" lumo_energy_ev="-1.53 / -1.53" homo_energy_ev="-10.6193 / -10.6197" orbital_gap_ev="9.09 / 9.09"
C 3.04 -0.65 -0.09 0.56
C -1.20 0.16 -0.18 -0.58
C 1.24 0.15 0.54 -0.11
C 0.20 -0.43 -0.33 -0.48
N 3.59 -0.07 0.99 -0.22
N 3.17 0.12 -1.18 -0.24
N 4.11 1.00 0.58 -0.07
N 3.83 1.12 -0.77 -0.06
F 2.75 -1.95 -0.06 -0.28
H -1.33 0.23 0.96 0.20
H -1.93 -0.68 -0.61 0.24
H -1.21 1.07 -0.60 0.21
H 1.20 -0.17 1.51 0.19
H 1.29 1.29 0.45 0.21
H 0.60 -0.25 -1.27 0.23
H 0.35 -1.53 0.02 0.21

---

Entry 4:
14
Properties=species:S:1:pos:R:3:nbo_charge:R:1 method="wB97M-V/def2-TZVPD" lumo_energy_ev=3.63 homo_energy_ev=-1.1350 orbital_gap_ev=4.77 total_charge=-1
C 0.48 -2.79 0.27 -0.42
C 0.03 -1.53 0.20 -0.18
C -0.86 -0.77 1.04 -0.39
C -0.97 0.59 0.85 0.27
N 1.19 2.59 -0.83 -0.89
O 0.72 2.54 -2.25 -0.71
F -1.93 1.36 1.53 -0.37
H 1.20 -3.19 -0.34 0.19
H 0.17 -3.40 1.10 0.16
H 0.53 -1.08 -0.61 0.22
H -0.18 2.11 -2.17 0.41
H -1.61 -1.14 1.68 0.20
H -0.19 1.19 0.28 0.26
H 1.42 3.52 -0.77 0.25

---

Entry 5:
14
Properties=species:S:1:pos:R:3:nbo_charge:R:1 method="wB97M-V/def2-TZVPD" lumo_energy_ev="-7.49 / -7.48" homo_energy_ev="-16.1752 / -16.1760" orbital_gap_ev="8.69 / 8.69" smiles="C=C(F)[N+](=O)CC" total_charge=+1
C 2.46 0.14 -0.46 -0.22
C 1.31 0.46 0.10 0.44
C -1.83 0.15 -0.56 -0.64
C -1.09 -0.17 0.75 -0.28
N 0.32 -0.51 0.30 0.29
O 0.45 -1.66 0.01 -0.13
F 1.01 1.55 0.65 -0.24
H 3.25 0.75 -0.27 0.25
H 2.55 -0.79 -0.83 0.24
H -2.89 -0.12 -0.36 0.27
H -1.78 1.25 -0.92 0.27
H -1.39 -0.65 -1.23 0.23
H -1.37 -1.11 1.33 0.27
H -1.01 0.72 1.49 0.26

---

Entry 6:
17
Properties=species:S:1:pos:R:3:nbo_charge:R:1 method="wB97M-V/def2-TZVPD" lumo_energy_ev=2.91 homo_energy_ev=-3.1298 orbital_gap_ev=6.04 total_charge=-1
N -1.12 1.95 0.05 -0.86
C -0.36 1.08 -0.83 -0.24
C 0.75 0.30 -0.09 0.04
O 0.69 0.27 1.31 -0.51
C 0.21 -1.00 1.61 0.96
O -0.54 -1.23 2.47 -0.44
O 0.79 -1.86 0.68 -0.53
C 1.01 -1.16 -0.54 0.35
O 0.09 -1.71 -1.45 -0.71
H -0.61 2.21 0.88 0.37
H -2.00 1.52 0.28 0.42
H -1.06 0.40 -1.31 0.21
H 0.13 1.66 -1.62 0.15
H 1.70 0.81 -0.29 0.15
H 2.01 -1.27 -0.96 0.13
H 0.54 -2.06 -2.22 0.47
F -2.24 0.09 2.04 -0.97

---

Relative energy (zero: lowest compared OMol25 entry of this formula, charge and spin)
In order: 101.51, 17.25, 70.65, 34.83, 18.64, 0.00
Unit: kcal per mole
Largest force on an atom
In order: 4.9, 3.5, 6.7, 3.6, 3.3, 2.5
Unit: eV/Å
E_tot
In order: -441.08944, -420.46347, -475.31498, -386.31112, -386.04875, -612.18630
Unit: a.u.